No. 1
Entry from OMol25: a 2-piece molecular cluster, C4H9N overall (ωB97M-V/def2-TZVPD).

Gap between HOMO and LUMO (eV): 6.428
HOMO level (Ha): -0.2683
ΔE to the lowest compared entry with this formula, charge and spin (kcal per mole): 133.4

Each line ends with the Mulliken charge.
Geometry (Å):
C1 2.063 0.034 -0.251  -0.74
N1 1.093 -0.739 0.521  -0.29
C2 -0.104 -0.064 0.908  -0.42
C3 -2.406 0.360 -0.244  -0.59
C4 -1.152 -0.228 0.020  -0.33
H1 1.670 0.366 -1.211  0.16
H2 2.384 0.858 0.427  0.29
H3 2.981 -0.559 -0.305  0.33
H4 1.324 -1.507 1.130  0.21
H5 -0.969 0.919 -1.564  0.09
H6 -0.206 0.499 1.828  0.38
H7 -3.114 -0.198 -0.793  0.28
H8 -2.619 1.314 0.202  0.30
H9 -0.946 -1.054 -0.669  0.33

=====

No. 2
Entry from OMol25: the molecule C4H9N (ωB97M-V/def2-TZVPD).

SMILES string: CC(C)=CN
Gap between HOMO and LUMO (eV): 8.859
HOMO level (Ha): -0.2863
ΔE to the lowest compared entry with this formula, charge and spin (kcal per mole): 22.3

Each line ends with the Mulliken charge.
Geometry (Å):
C1 -0.602 0.631 1.255  -1.23
C2 0.093 0.452 -0.046  0.71
C3 1.012 1.563 -0.482  -1.13
C4 0.179 -0.790 -0.610  -0.32
N1 -0.677 -1.878 -0.355  -0.56
H1 0.118 0.739 2.079  0.24
H2 -1.383 -0.102 1.450  0.36
H3 -1.162 1.568 1.260  0.30
H4 1.821 1.809 0.320  0.23
H5 0.504 2.496 -0.729  0.32
H6 1.398 1.275 -1.468  0.32
H7 0.973 -0.952 -1.329  0.30
H8 -1.021 -1.802 0.604  0.17
H9 -0.507 -2.877 -0.253  0.28

=====

Copy entry 2 word for word.
Entry from OMol25: the molecule C4H9N (ωB97M-V/def2-TZVPD).

SMILES string: CC(C)=CN
Gap between HOMO and LUMO (eV): 8.859
HOMO level (Ha): -0.2863
ΔE to the lowest compared entry with this formula, charge and spin (kcal per mole): 22.3

Each line ends with the Mulliken charge.
Geometry (Å):
C1 -0.602 0.631 1.255  -1.23
C2 0.093 0.452 -0.046  0.71
C3 1.012 1.563 -0.482  -1.13
C4 0.179 -0.790 -0.610  -0.32
N1 -0.677 -1.878 -0.355  -0.56
H1 0.118 0.739 2.079  0.24
H2 -1.383 -0.102 1.450  0.36
H3 -1.162 1.568 1.260  0.30
H4 1.821 1.809 0.320  0.23
H5 0.504 2.496 -0.729  0.32
H6 1.398 1.275 -1.468  0.32
H7 0.973 -0.952 -1.329  0.30
H8 -1.021 -1.802 0.604  0.17
H9 -0.507 -2.877 -0.253  0.28

=====

Question: HOMO level of number 1 (C4H9N)?
Answer: -0.2683 Ha